{"formula": "C21H13BCl2F4N2O5ReS6", "method": "ωB97M-V/def2-TZVPD", "symbols": ["Re", "S", "C", "S", "C", "C", "S", "S", "S", "Cl", "C", "C", "C", "Cl", "C", "C", "C", "C", "N", "C", "C", "O", "H", "H", "H", "H", "C", "C", "C", "C", "C", "C", "C", "S", "O", "O", "N", "C", "C", "O", "O", "H", "H", "H", "H", "H", "H", "H", "H", "H", "F", "B", "F", "F", "F"], "coordinates": [[-0.809276, -0.398572, 0.569377], [3.404691, -2.737220, 6.098237], [2.457983, -2.211481, 4.841377], [0.739002, -2.206237, 4.874223], [0.463336, -1.567836, 3.273265], [1.573182, -1.286351, 2.564161], [1.543943, -0.625567, 0.957911], [3.088976, -1.607202, 3.360766], [-1.175484, -1.359194, 2.720137], [0.677569, 1.016256, -4.069452], [0.153238, -0.556740, -3.558731], [0.087795, -1.593207, -4.499814], [-0.316579, -2.842936, -4.128358], [-0.387925, -4.106864, -5.330225], [-0.672095, -3.127726, -2.788765], [-1.098197, -4.384709, -2.297073], [-1.400071, -4.527157, -0.976937], [-1.278330, -3.426607, -0.108262], [-0.894006, -2.247842, -0.541601], [-0.598773, -2.072870, -1.866505], [-0.190625, -0.752528, -2.232690], [-0.157412, 0.177372, -1.322487], [0.358558, -1.390305, -5.526491], [-1.195691, -5.214979, -2.983103], [-1.772904, -5.454421, -0.570747], [-1.534254, -3.502296, 0.937995], [4.297840, 4.814390, -1.347041], [3.194541, 4.235239, -0.501346], [3.122128, 4.499994, 0.863857], [2.113643, 3.955644, 1.642010], [1.160212, 3.133460, 1.058578], [1.210231, 2.864119, -0.298470], [2.225708, 3.415101, -1.068096], [-0.092553, 2.448030, 2.133532], [0.609682, 1.629449, 3.082751], [-0.824590, 3.592493, 2.628047], [-1.055444, 1.553508, 1.218552], [-2.240291, 2.224513, 0.683139], [-3.081325, 1.255622, -0.139584], [-4.083735, 1.637554, -0.699660], [-2.621206, 0.028574, -0.192063], [4.993305, 5.396610, -0.741732], [3.897436, 5.469180, -2.124090], [4.863670, 4.025292, -1.846090], [3.871027, 5.135051, 1.324773], [2.067360, 4.156717, 2.704763], [0.481430, 2.211717, -0.758694], [2.264908, 3.183001, -2.126832], [-1.988712, 3.075600, 0.043067], [-2.872514, 2.603040, 1.487384], [-5.112128, -4.003886, 2.356970], [-4.530719, -3.695339, 1.117197], [-3.831171, -4.846688, 0.638085], [-5.515645, -3.339766, 0.190991], [-3.589731, -2.650982, 1.273793]], "forces_ev_per_a": [[0.290, 0.323, -0.133], [0.025, -0.014, 0.031], [-0.027, 0.028, -0.036], [0.031, 0.002, 0.000], [0.053, 0.019, 0.002], [-0.058, -0.009, 0.042], [0.024, -0.109, -0.031], [-0.012, 0.003, 0.028], [-0.078, -0.065, -0.030], [0.006, 0.033, -0.009], [-0.011, -0.015, 0.062], [-0.016, -0.044, -0.013], [0.010, 0.040, -0.002], [0.002, -0.026, -0.026], [0.012, 0.055, 0.048], [-0.017, -0.007, 0.027], [0.006, -0.042, -0.053], [-0.058, 0.067, 0.021], [-0.033, 0.060, -0.015], [0.091, -0.061, -0.068], [-0.047, -0.039, -0.012], [0.010, 0.077, 0.025], [0.001, -0.003, 0.000], [0.008, -0.006, 0.004], [-0.015, 0.009, 0.005], [0.003, -0.011, -0.001], [0.005, 0.003, -0.006], [-0.013, -0.009, -0.001], [-0.006, 0.003, -0.003], [0.029, 0.004, 0.026], [-0.036, -0.047, 0.009], [-0.025, 0.012, -0.018], [0.002, 0.007, 0.011], [-0.003, -0.010, 0.099], [-0.013, 0.028, -0.002], [-0.021, -0.001, -0.012], [0.157, -0.077, -0.167], [-0.111, 0.031, 0.022], [0.112, 0.115, -0.055], [-0.011, -0.011, -0.002], [-0.175, -0.163, 0.247], [-0.001, 0.000, 0.001], [-0.003, 0.000, -0.001], [-0.001, -0.001, 0.000], [0.001, -0.002, 0.002], [0.000, -0.005, 0.001], [0.005, -0.012, 0.004], [0.004, 0.001, -0.003], [0.001, -0.028, -0.025], [0.021, 0.036, -0.009], [-0.009, 0.009, -0.005], [0.055, -0.093, 0.065], [0.020, -0.005, 0.001], [0.018, 0.004, -0.008], [-0.201, -0.055, -0.036]], "lumo_energy_ev": [3.769, 3.542], "e_tot_ev": -138951.81393, "multiplicity": 4, "homo_energy_ev": [-2.4, -2.9], "largest_force_ev_per_a": 0.45, "orbital_gap_ev": [6.19, 6.41], "charge": -2}

{"formula": "C21H13F3N2O2", "method": "ωB97M-V/def2-TZVPD", "symbols": ["C", "N", "O", "O", "C", "C", "C", "C", "C", "N", "C", "C", "H", "H", "H", "H", "H", "F", "C", "C", "C", "F", "C", "C", "C", "C", "C", "C", "C", "C", "F", "C", "C", "H", "H", "H", "H", "H", "H", "H", "H"], "coordinates": [[-2.057383, 0.449628, -0.150530], [-2.234145, -0.928759, 0.111502], [-2.535139, -1.671354, -0.842397], [-2.080916, -1.366028, 1.266373], [-1.708159, 1.414185, 0.784760], [-1.542269, 1.118315, 2.156454], [-1.256332, 2.098902, 3.060415], [-1.102833, 3.425868, 2.654831], [-0.852830, 4.401864, 3.612942], [-0.655641, 5.193402, 4.443582], [-1.206672, 3.730259, 1.294297], [-1.509207, 2.758228, 0.382488], [-2.217398, 0.747466, -1.165900], [-1.669031, 0.102267, 2.485393], [-1.149169, 1.865058, 4.106263], [-1.039836, 4.744277, 0.969930], [-1.597060, 3.004820, -0.661635], [-0.512579, -2.892992, -4.536163], [-0.394405, -3.136173, -3.210777], [-0.951363, -4.278383, -2.663760], [-0.819153, -4.542307, -1.311942], [-1.306434, -5.693095, -0.792057], [-0.149242, -3.648641, -0.510797], [0.427492, -2.471012, -1.028031], [1.092260, -1.619631, -0.112465], [1.768287, -0.380717, -0.239261], [2.362905, 0.151653, 0.926950], [3.056483, 1.334139, 0.899929], [3.179555, 2.035130, -0.283515], [2.594845, 1.557448, -1.446002], [2.676978, 2.270034, -2.595403], [1.903777, 0.369087, -1.424068], [0.288640, -2.250945, -2.410807], [-1.491031, -4.963882, -3.292183], [-0.087909, -3.861516, 0.540771], [1.086249, -2.001682, 0.894636], [2.275303, -0.393332, 1.851922], [3.509889, 1.713386, 1.802938], [3.725956, 2.960375, -0.325459], [1.467053, 0.054307, -2.346755], [0.710463, -1.399649, -2.896468]], "forces_ev_per_a": [[0.052, -1.898, -0.565], [0.201, 1.663, -0.300], [0.126, -0.055, -0.043], [-0.054, -0.643, -0.255], [0.193, 0.270, 1.087], [0.040, -0.230, 0.142], [0.095, 0.466, 0.145], [-0.178, -1.089, -0.934], [0.566, 2.203, 2.122], [-0.215, -0.971, -1.086], [0.064, 0.246, 0.096], [-0.004, -0.443, -0.055], [-0.135, -0.301, -0.389], [-0.006, 0.136, 0.041], [-0.023, -0.089, 0.189], [-0.053, 0.179, -0.055], [-0.043, 0.100, -0.235], [0.026, -0.203, 0.770], [0.250, 0.318, 0.479], [-0.456, -0.698, -0.244], [0.257, 0.141, -0.245], [0.203, 0.834, -0.375], [-0.203, -0.150, 0.712], [-0.129, -0.228, -0.311], [-0.463, 0.010, -0.295], [0.333, 0.465, -0.017], [-0.355, -0.507, -0.002], [0.120, 0.124, 0.007], [0.240, 0.521, -0.310], [-0.300, -0.339, 0.195], [0.028, -0.437, 0.672], [0.023, 0.259, -0.528], [-0.091, 0.208, -0.689], [-0.117, -0.195, -0.169], [0.045, -0.003, 0.299], [-0.051, -0.062, 0.300], [-0.056, -0.108, 0.161], [0.015, 0.066, 0.021], [0.111, 0.246, 0.033], [-0.135, -0.015, -0.213], [0.079, 0.210, -0.158]], "lumo_energy_ev": -3.448, "e_tot_ev": -37209.42264, "homo_energy_ev": -6.8, "largest_force_ev_per_a": 3.11, "orbital_gap_ev": 3.39}